This record from the Open Molecules 2025 dataset describes C4H7Cl2NO2 in the gas phase at a distorted geometry. The level of theory is ωB97M-V/def2-TZVPD.

Each atom is followed by the atoms it is bonded to, with distances in Å.
Geometry (Å):
1 H -0.91 -2.08 -1.04  N2 0.953
2 N -0.11 -1.66 -0.75  H1 0.953, C3 1.217
3 C -0.10 -0.78 0.10  N2 1.217, O4 1.334, C6 1.789
4 O -0.97 -0.24 0.94  C3 1.334, C5 1.407
5 C -2.26 -0.75 1.18  O4 1.407, H11 1.155, H12 1.082, H13 1.063
6 C 1.45 0.10 0.31  C3 1.789, Cl7 1.740, Cl8 1.743, O9 1.332
7 Cl 1.91 -0.15 1.97  C6 1.740
8 Cl 2.73 -0.62 -0.63  C6 1.743
9 O 1.35 1.41 0.10  C6 1.332, C10 1.409
10 C 1.23 1.81 -1.24  O9 1.409, H14 1.092, H15 1.149, H16 1.192
11 H -2.19 -1.78 1.70  C5 1.155
12 H -2.80 -0.89 0.25  C5 1.082
13 H -2.88 -0.10 1.74  C5 1.063
14 H 1.72 1.10 -1.93  C10 1.092
15 H 1.78 2.82 -1.26  C10 1.149
16 H 0.06 1.82 -1.45  C10 1.192

## Properties
Highest occupied orbital energy   -9.76 eV
Energy   -34889.005 eV
HOMO-LUMO gap   0.3842 hartree
Structure (SMILES)   [H]/N=C(\OC)C(Cl)(Cl)OC